Record 1
# C44H70Br3Cl2Cs2F4N2O10

A molecular structure, C44H70Br3Cl2Cs2F4N2O10 at a distorted geometry (ωB97M-V with the def2-TZVPD basis set, the OMol25 dataset).

- LUMO level (eV) = -2.484
- frontier orbital gap (eV) = 3.0
- total energy (a.u.) = -11661.8520

Geometry as ORCA input:
```
! RIJCOSX wB97M-V def2-TZVPD def2/J DEFGRID3
* xyz 1 1
C -0.485 5.108 2.111
C -1.054 4.122 1.742
C -1.668 2.859 1.406
N -0.861 1.621 1.345
C 0.056 1.305 2.475
C -0.227 1.932 3.841
O 0.324 1.120 4.864
C -0.517 0.053 5.159
C -0.204 -1.205 4.676
C -1.017 -2.304 4.894
C -0.610 -3.633 4.303
C -2.185 -2.143 5.626
C -2.477 -0.893 6.147
C -1.667 0.211 5.930
C -2.041 1.571 6.542
C -3.188 2.249 5.724
C -2.412 1.313 8.013
C 1.485 1.473 1.948
N 1.772 0.337 1.087
C 2.339 -0.774 1.793
O 3.181 -1.569 0.949
C 3.328 -2.825 1.527
C 4.320 -3.004 2.475
C 4.511 -4.216 3.123
C 3.674 -5.278 2.811
C 2.685 -5.104 1.855
C 2.497 -3.893 1.212
C 0.782 0.055 0.072
Br -0.408 -1.579 0.430
C 1.551 -0.215 -1.253
C 1.840 -1.646 -1.700
C 0.894 -2.211 -2.758
O 1.691 -2.791 -3.836
C 1.991 -4.047 -3.535
C 1.002 -5.148 -3.716
O 3.119 -4.276 -3.099
C -0.278 1.291 -0.022
C 0.209 2.478 -0.905
C -0.585 2.481 -2.332
C -1.893 3.383 -2.321
F -3.073 2.626 -2.017
H -0.173 6.118 2.248
H -2.175 2.994 0.413
H -2.496 2.681 2.106
H -1.612 0.874 1.457
H -0.027 0.233 2.661
H -1.284 2.121 4.005
H 0.298 2.884 3.908
H 0.705 -1.359 4.106
H 0.129 -4.109 4.949
H -1.468 -4.285 4.168
H -0.123 -3.474 3.340
H -2.819 -3.007 5.764
H -3.375 -0.810 6.742
H -1.135 2.172 6.585
H -3.671 1.475 5.130
H -3.972 2.692 6.402
H -2.756 3.004 5.073
H -1.606 0.813 8.547
H -2.624 2.265 8.497
H -3.307 0.709 8.127
H 2.122 1.510 2.829
H 1.628 2.426 1.440
H 2.999 -0.360 2.560
H 1.628 -1.392 2.351
H 4.961 -2.172 2.737
H 5.282 -4.287 3.874
H 3.772 -6.230 3.309
H 2.046 -5.955 1.665
H 1.705 -3.767 0.487
H 1.121 0.306 -2.110
H 2.519 0.251 -1.102
H 2.009 -2.345 -0.894
H 2.788 -1.586 -2.240
H 0.298 -1.437 -3.220
H 0.236 -2.942 -2.306
H 0.340 -5.183 -2.851
H 0.399 -4.966 -4.601
H 1.556 -6.077 -3.814
H -1.162 0.833 -0.617
H 1.253 2.407 -1.198
H 0.081 3.491 -0.531
H 0.079 2.902 -3.082
H -0.814 1.439 -2.675
H -2.042 3.854 -3.285
H -1.841 4.141 -1.547
O -5.758 0.892 6.973
H -5.399 0.710 6.093
Cs -2.510 0.002 -0.926
Br -1.949 -3.077 -3.771
Cs 4.273 -5.338 -1.657
C 1.480 8.117 4.331
Cl -0.207 8.183 3.801
Cl 2.420 6.944 3.394
H 1.923 9.097 4.202
H 1.505 7.827 5.374
C -0.278 7.279 -7.314
C 0.847 6.457 -6.731
O 0.979 6.688 -5.307
C 0.165 6.011 -4.532
O -0.666 5.221 -4.878
C 0.455 6.333 -3.059
F 0.620 7.634 -2.845
F 1.574 5.719 -2.640
F -0.546 5.918 -2.276
H -0.137 8.336 -7.079
H -0.316 7.156 -8.392
H -1.239 6.980 -6.901
H 1.796 6.754 -7.171
H 0.714 5.396 -6.930
Br -5.587 2.532 7.666
C -3.616 3.956 -8.139
C -2.633 4.450 -9.183
O -1.401 4.854 -8.582
H -3.812 4.736 -7.402
H -4.560 3.660 -8.597
H -3.207 3.098 -7.600
H -3.033 5.318 -9.705
H -2.430 3.668 -9.921
H -1.037 4.088 -8.129
O -4.636 3.818 2.114
H -4.343 4.577 2.742
H -4.854 4.171 1.167
H -5.424 3.285 2.506
C 2.171 -12.339 -3.179
C 3.628 -11.982 -2.901
C 3.571 -10.463 -2.872
O 2.272 -10.105 -2.395
C 1.431 -11.268 -2.389
H 1.901 -13.349 -2.878
H 1.959 -12.232 -4.245
H 3.926 -12.366 -1.923
H 4.326 -12.367 -3.642
H 3.691 -10.043 -3.878
H 4.330 -10.025 -2.220
H 1.280 -11.575 -1.350
H 0.462 -11.017 -2.821
*
```

Record 2
# C44H72BBrCl2N4OP2SbZr

A molecular structure, C44H72BBrCl2N4OP2SbZr at a distorted geometry (ωB97M-V with the def2-TZVPD basis set, the OMol25 dataset).

- LUMO level (eV) = -3.079
- energy relative to the best compared isomer or geometry (same formula, charge and spin) (kJ/mol) = 220.1
- frontier orbital gap (eV) = 6.6
- total energy (a.u.) = -6503.1485

Geometry as ORCA input:
```
! RIJCOSX wB97M-V def2-TZVPD def2/J DEFGRID3
* xyz 1 1
Zr 0.197 -1.226 0.859
C 0.660 2.418 4.520
C 1.718 1.322 4.422
C 2.333 1.080 5.798
C 2.803 1.813 3.452
P 0.971 -0.188 3.511
C 2.252 -1.480 4.020
N 2.358 -2.525 3.033
B 1.700 -2.574 1.768
N 2.269 -3.704 1.099
C 1.962 -4.199 -0.222
P 1.125 -2.865 -1.250
C 2.668 -1.915 -1.911
C 3.719 -2.722 -2.676
C 2.175 -0.761 -2.782
C 3.340 -1.301 -0.671
C 0.276 -3.869 -2.649
C -0.545 -5.010 -2.039
C -0.716 -2.881 -3.271
C 1.194 -4.453 -3.718
C 3.196 -4.311 1.926
C 3.975 -5.437 1.739
C 4.842 -5.807 2.753
C 4.923 -5.072 3.927
C 4.136 -3.948 4.131
C 3.265 -3.569 3.125
C -0.590 -0.813 4.427
C -0.590 -0.647 5.943
C -1.763 -0.061 3.794
C -0.757 -2.291 4.070
H 1.130 3.350 4.831
H -0.106 2.171 5.251
H 0.191 2.572 3.550
H 2.731 2.024 6.173
H 3.158 0.375 5.757
H 1.599 0.727 6.513
H 3.296 2.696 3.859
H 2.358 2.083 2.492
H 3.569 1.056 3.283
H 1.995 -1.878 5.014
H 3.226 -0.975 4.113
H 1.288 -5.064 -0.151
H 2.878 -4.539 -0.722
H 3.430 -2.876 -3.710
H 3.917 -3.688 -2.224
H 4.662 -2.176 -2.682
H 1.747 -1.118 -3.717
H 3.000 -0.094 -3.036
H 1.416 -0.173 -2.254
H 3.724 -2.077 -0.011
H 2.640 -0.651 -0.112
H 4.186 -0.686 -0.981
H -1.192 -4.663 -1.241
H 0.079 -5.823 -1.680
H -1.194 -5.424 -2.810
H -1.351 -2.444 -2.496
H -1.355 -3.396 -3.985
H -0.205 -2.078 -3.797
H 1.999 -5.042 -3.286
H 1.616 -3.680 -4.351
H 0.612 -5.116 -4.357
H 3.905 -6.025 0.838
H 5.465 -6.678 2.626
H 5.608 -5.388 4.698
H 4.210 -3.391 5.053
H -0.608 0.398 6.238
H 0.272 -1.131 6.396
H -1.481 -1.115 6.359
H -1.652 1.010 3.918
H -2.702 -0.363 4.254
H -1.820 -0.284 2.718
H 0.015 -2.925 4.503
H -0.737 -2.388 2.978
H -1.723 -2.645 4.430
O -3.188 5.734 0.153
C -2.657 4.718 0.834
C -2.911 4.457 2.184
C -2.275 3.386 2.778
N -1.444 2.578 2.129
C -1.228 2.833 0.863
Br 0.051 1.645 0.008
C -1.772 3.871 0.150
H -3.761 6.286 0.702
H -3.592 5.074 2.748
H -2.415 3.160 3.826
H -1.533 4.055 -0.881
C -1.556 1.076 -7.057
C -1.070 0.089 -6.018
C 0.281 -0.471 -6.434
Sb -0.950 0.928 -3.950
C -3.116 1.256 -3.511
C -3.891 -0.020 -3.779
C -3.767 2.424 -4.228
C -0.370 3.008 -4.489
C -0.577 3.932 -3.303
C 1.078 3.058 -4.947
H -1.609 0.589 -8.032
H -0.869 1.914 -7.143
H -2.547 1.455 -6.824
H -1.784 -0.735 -5.940
H 1.055 0.291 -6.380
H 0.232 -0.819 -7.465
H 0.588 -1.314 -5.817
H -3.123 1.440 -2.432
H -3.901 -0.255 -4.841
H -4.922 0.109 -3.455
H -3.470 -0.866 -3.239
H -3.858 2.220 -5.293
H -3.214 3.352 -4.099
H -4.774 2.580 -3.838
H -1.021 3.326 -5.306
H 0.139 3.707 -2.512
H -1.585 3.822 -2.911
H -0.443 4.972 -3.603
H 1.749 2.677 -4.176
H 1.371 4.086 -5.165
H 1.229 2.475 -5.853
Cl -4.360 -0.019 -0.048
C -4.047 -1.695 0.238
C -5.062 -2.616 0.156
C -4.810 -3.964 0.394
C -3.524 -4.370 0.706
C -2.520 -3.434 0.764
Cl -0.876 -3.919 1.096
C -2.691 -2.037 0.532
N -1.707 -1.172 0.566
H -6.061 -2.286 -0.090
H -5.604 -4.688 0.336
H -3.294 -5.403 0.909
*
```

Record 3
# C44H76Cl2FNO29P3S

6 unconnected molecules or ions with the total composition C44H76Cl2FNO29P3S at a distorted geometry (ωB97M-V with the def2-TZVPD basis set, the OMol25 dataset).

- LUMO level (eV) = -3.509
- energy relative to the best compared isomer or geometry (same formula, charge and spin) (kJ/mol) = 955.3
- frontier orbital gap (eV) = 8.1
- total energy (a.u.) = -6400.8260

Geometry as ORCA input:
```
! RIJCOSX wB97M-V def2-TZVPD def2/J DEFGRID3
* xyz 1 1
C -0.150 -4.469 3.122
O -0.787 -3.730 2.045
C 0.085 -2.673 1.614
C 0.038 -2.412 0.001
C 0.933 -3.651 -0.583
C 0.359 -4.316 -1.928
O -0.111 -3.763 -2.946
Cl 0.439 -6.164 -2.036
O -1.276 -2.716 -0.462
C -2.323 -1.764 -0.332
P -3.357 -2.040 -1.964
P -3.635 -4.148 -2.372
O -2.668 -5.114 -1.692
O -5.239 -4.561 -1.928
O -3.556 -4.420 -4.079
C -3.319 -2.294 0.810
C -4.854 -1.788 0.648
F -3.437 -3.745 0.801
C -1.943 -0.181 -0.277
C -1.836 0.501 1.132
C -3.126 0.654 2.065
O -2.949 1.907 2.825
C -4.219 2.529 3.021
O -5.044 2.072 3.834
O -2.824 0.412 -1.254
C -3.514 1.584 -0.967
O -3.053 2.714 -0.636
C -5.114 1.587 -1.214
C -6.167 1.648 -0.089
C -7.672 1.591 -0.503
C -8.058 1.460 -1.995
C -7.014 1.424 -3.144
C -5.522 1.479 -2.729
N -0.597 -0.115 -1.033
P -0.149 1.499 -1.643
O 0.314 2.522 -0.602
C 0.531 -0.948 -0.446
Cl 1.560 -1.215 -1.995
C 1.518 -0.184 0.550
C 2.787 0.580 -0.073
C 4.154 -0.318 -0.084
C 5.405 0.617 0.276
S 6.120 1.440 -1.231
O 6.376 0.422 -2.310
O 7.469 2.031 -0.862
O 5.085 2.646 -1.815
H -0.917 -4.986 3.790
H 0.581 -5.229 2.668
H 0.419 -3.724 3.785
H 0.042 -1.726 2.243
H 1.159 -3.084 1.793
H 0.803 -4.504 0.195
H 2.054 -3.455 -0.563
H -2.538 -1.497 -3.029
H -5.730 -4.734 -2.766
H -2.780 -3.868 -4.366
H -2.895 -2.059 1.860
H -5.486 -2.482 0.002
H -5.370 -1.640 1.666
H -4.796 -0.766 0.150
H -1.478 1.595 0.974
H -1.029 0.059 1.822
H -4.125 0.718 1.524
H -3.105 -0.176 2.867
H -4.492 3.452 2.399
H -5.878 1.723 1.007
H -8.443 1.607 0.331
H -9.159 1.386 -2.268
H -7.286 1.323 -4.247
H -4.710 1.423 -3.543
H -0.844 -0.644 -1.915
H 0.922 1.440 -2.623
H -1.226 2.128 -2.388
H 1.988 -0.843 1.376
H 0.944 0.633 1.135
H 2.614 1.146 -1.040
H 3.038 1.407 0.702
H 4.290 -0.702 -1.155
H 4.099 -1.184 0.680
H 6.262 -0.026 0.708
H 5.173 1.399 1.077
H 4.887 2.382 -2.752
C 1.192 -3.299 -5.801
C 0.908 -1.812 -5.848
O 1.599 -1.188 -6.934
C 1.054 -1.349 -8.152
O 0.045 -1.960 -8.406
O 1.846 -0.728 -9.040
C 1.440 -0.895 -10.399
H 2.269 -3.486 -5.781
H 0.737 -3.753 -4.915
H 0.800 -3.805 -6.686
H 1.281 -1.348 -4.934
H -0.165 -1.605 -5.904
H 0.396 -0.610 -10.539
H 1.602 -1.929 -10.710
H 2.061 -0.245 -11.016
C -14.793 1.258 0.160
C -13.526 0.461 0.401
O -12.361 1.266 0.175
C -12.047 2.123 1.160
O -12.647 2.264 2.196
O -10.960 2.819 0.779
C -10.576 3.839 1.701
H -14.779 1.713 -0.834
H -15.674 0.619 0.246
H -14.891 2.074 0.880
H -13.476 -0.367 -0.311
H -13.505 0.028 1.405
H -10.453 3.438 2.710
H -11.315 4.643 1.694
H -9.618 4.245 1.373
C 2.170 3.095 -7.509
C 3.430 2.288 -7.260
O 4.599 3.089 -7.464
C 4.904 3.932 -6.465
O 4.288 4.062 -5.431
O 5.995 4.627 -6.821
C 6.371 5.634 -5.882
H 2.199 3.558 -8.499
H 1.285 2.459 -7.440
H 2.068 3.905 -6.783
H 3.483 1.466 -7.978
H 3.436 1.845 -6.259
H 6.480 5.221 -4.878
H 5.635 6.441 -5.889
H 7.334 6.040 -6.194
C 7.366 -1.199 5.548
C 6.811 -2.517 5.042
O 5.463 -2.714 5.491
C 4.523 -2.030 4.826
O 4.711 -1.280 3.896
O 3.331 -2.300 5.387
C 2.256 -1.553 4.829
H 7.266 -1.131 6.635
H 8.419 -1.095 5.280
H 6.820 -0.351 5.127
H 7.401 -3.340 5.452
H 6.869 -2.589 3.952
H 2.218 -1.664 3.742
H 2.351 -0.501 5.106
H 1.324 -1.938 5.247
C 11.144 1.297 10.873
C 10.839 2.002 9.566
O 9.727 1.391 8.899
C 8.515 1.703 9.385
O 8.291 2.441 10.313
O 7.592 1.028 8.677
C 6.260 1.196 9.158
H 11.285 0.225 10.708
H 12.045 1.708 11.332
H 10.319 1.402 11.582
H 11.695 1.909 8.893
H 10.658 3.071 9.715
H 5.997 2.252 9.241
H 6.148 0.695 10.123
H 5.583 0.726 8.443
*
```

| no. | E_HOMO (eV) |
| --- | --- |
| 1 | -5.52 |
| 2 | -9.69 |
| 3 | -11.64 |